[1]
Formula: C52H84N10O6S3
Source: the Open Molecules 2025 dataset
Level of theory: ωB97M-V/def2-TZVPD

Geometry as XYZ:
```
155
C52H84N10O6S3, DFT ωB97M-V/def2-TZVPD
C 3.6676 2.5313 -2.6958
C 2.4673 3.4662 -2.5215
C 1.2262 2.9101 -3.1742
C 1.3454 2.4531 -4.5720
N 1.4683 2.0213 -5.6287
H 4.0820 2.4740 -3.7025
H 3.3292 1.5335 -2.4077
H 4.5118 2.8204 -2.0685
H 2.6720 4.4705 -2.9042
H 2.2860 3.6546 -1.4615
H 0.3633 3.5786 -3.1570
H 0.9507 1.9940 -2.6378
C -0.6473 -0.2450 5.9975
C -1.7223 -0.5370 4.9558
C -2.9229 -1.3033 5.4898
C -4.1208 -1.0603 4.6706
N -5.0496 -0.8808 4.0219
H 0.1199 0.3891 5.5455
H -0.1154 -1.1395 6.3284
H -1.0277 0.3013 6.8611
H -1.2611 -0.9990 4.0746
H -2.0633 0.4017 4.5033
H -3.1187 -0.9272 6.4973
H -2.7151 -2.3674 5.6051
C 2.8238 -2.7801 2.9725
C 1.3299 -2.5367 2.9993
C 0.4654 -3.6626 3.5646
C 0.7657 -3.9686 4.9730
N 0.9772 -4.1778 6.0829
H 3.0982 -3.6730 2.4010
H 3.3580 -2.8471 3.9198
H 3.2999 -1.9694 2.4104
H 0.9361 -2.3116 2.0087
H 1.1590 -1.6187 3.5694
H 0.7716 -4.6064 3.0971
H -0.5978 -3.4765 3.4346
C 2.5535 -3.3411 -5.7241
C 2.3623 -2.0224 -6.4405
C 1.1968 -1.2235 -5.8327
C 1.3746 -0.8570 -4.4256
N 1.5292 -0.5511 -3.3290
H 2.5789 -3.2151 -4.6405
H 3.4526 -3.8386 -6.0980
H 1.7676 -4.0797 -5.9109
H 2.2235 -2.1326 -7.5146
H 3.2705 -1.4278 -6.3147
H 0.2413 -1.7351 -5.9456
H 1.0975 -0.2555 -6.3326
C -5.4456 -0.9458 -0.9974
C -4.5166 -2.0233 -0.4624
C -4.4826 -1.9776 1.0849
C -3.5758 -2.9829 1.6620
N -2.7951 -3.7327 2.0476
H -5.4172 -0.8697 -2.0879
H -5.1293 0.0540 -0.6926
H -6.4903 -1.1284 -0.7476
H -3.4501 -1.8972 -0.6612
H -4.8270 -3.0010 -0.8282
H -5.5018 -2.0827 1.4642
H -4.2143 -0.9764 1.4222
C -1.6868 3.2330 -6.1940
C -1.6113 1.7242 -6.4191
C -1.9050 1.0499 -5.0975
S -2.9352 2.0858 -4.0904
O -2.1976 2.3870 -2.8694
O -4.2880 1.5760 -4.0791
C -2.8789 3.4931 -5.2498
H -1.8545 3.8059 -7.1037
H -0.8082 3.6298 -5.6804
H -0.5989 1.4730 -6.7365
H -2.3045 1.4035 -7.1963
H -1.0423 0.9003 -4.4436
H -2.4448 0.1021 -5.1192
H -2.9348 4.4139 -4.6696
H -3.7897 3.4947 -5.8524
C -0.8815 -4.5238 -1.3714
C -2.4070 -4.7760 -1.4398
C -2.8303 -4.1138 -2.7680
S -1.6640 -2.7459 -3.1201
O -2.4207 -1.5163 -3.0428
O -0.9778 -3.1019 -4.3418
C -0.6753 -3.0650 -1.6508
H -0.3428 -5.1714 -2.0686
H -0.4530 -4.8128 -0.4090
H -2.8946 -4.3794 -0.5569
H -2.6434 -5.8354 -1.5215
H -3.8484 -3.7331 -2.8189
H -2.7528 -4.8302 -3.5859
H -1.0782 -2.4082 -0.8767
H 0.3401 -2.7140 -1.8457
C 4.6322 -0.1909 2.4262
C 3.4590 -0.2097 1.4167
C 3.6003 0.9462 0.4386
S 4.2021 2.3288 1.4669
O 3.0450 2.9888 2.0106
O 5.3169 3.0114 0.8474
C 4.8963 1.2558 2.7941
H 5.4931 -0.7649 2.0903
H 4.2907 -0.6980 3.3304
H 2.4997 -0.1301 1.9360
H 3.3580 -1.1002 0.7913
H 2.7296 1.2425 -0.1367
H 4.4687 0.7238 -0.1858
H 4.4335 1.6268 3.7100
H 5.9309 1.5681 2.9374
N 4.0040 -4.7339 -2.2975
C 5.0963 -4.3475 -1.5699
C 4.6395 -3.6565 -0.4926
C 3.2547 -3.6024 -0.5419
C 2.8564 -4.3146 -1.6710
H 4.0417 -5.3100 -3.1170
H 6.0748 -4.7061 -1.8419
H 5.2463 -3.2298 0.2934
H 2.5522 -3.1106 0.1119
H 1.8840 -4.5108 -2.0875
N -2.5676 4.1864 2.8434
C -2.8283 4.7668 4.0531
C -3.6692 3.9407 4.7779
C -3.9518 2.8316 3.9286
C -3.2074 2.9808 2.7861
H -1.8543 4.5590 2.2257
H -2.3613 5.7113 4.2830
H -4.0783 4.0451 5.7675
H -4.6741 2.0645 4.1574
H -3.1206 2.3954 1.8855
N -0.4555 2.9041 4.8282
C -0.0245 3.1190 6.1029
C 1.2126 2.5380 6.2266
C 1.5496 1.9753 5.0132
C 0.4938 2.1747 4.1403
H -1.2876 3.2126 4.3402
H -0.6100 3.7110 6.7866
H 1.8131 2.4632 7.1204
H 2.4872 1.4778 4.8124
H 0.4472 2.0583 3.0702
N 0.0879 3.4667 0.4836
C -1.0972 3.9095 -0.0357
C -1.1962 5.2636 0.1660
C -0.0480 5.6265 0.9265
C 0.7531 4.5345 1.0524
H 0.3989 2.5096 0.5190
H -1.7254 3.2460 -0.6069
H -1.9875 5.9478 -0.0887
H 0.1591 6.6027 1.3378
H 1.6976 4.3934 1.5535
N -0.1591 -0.0332 -0.7711
C 0.7771 -0.2203 0.2179
C 0.1890 0.1727 1.4060
C -1.1578 0.4707 1.1204
C -1.3074 0.4555 -0.2450
H -0.0175 -0.1096 -1.7655
H 1.7632 -0.5663 -0.0505
H 0.5811 0.3099 2.4016
H -1.9286 0.5434 1.8725
H -2.2066 0.5712 -0.8309
```

Calculated values
* total charge: 0
* F_max: 2.38 eV/A
* E_LUMO: 0.242 eV



[2]
Formula: C52H86F18O33
Source: the Open Molecules 2025 dataset
Level of theory: ωB97M-V/def2-TZVPD

Geometry as XYZ:
```
189
C52H86F18O33, DFT ωB97M-V/def2-TZVPD
C -8.4021 2.4687 -5.5525
C -7.9276 3.8519 -5.3529
O -6.6330 3.9670 -4.8513
C -5.6046 4.3726 -5.4845
O -5.5751 4.9395 -6.6325
O -4.5889 4.0630 -4.7664
C -3.3049 4.4469 -5.3038
H -8.4561 2.2317 -6.6150
H -9.4667 2.3611 -5.3448
H -7.7513 1.7363 -5.0749
H -8.6046 4.4026 -4.6997
H -7.9263 4.3801 -6.3063
H -3.1560 3.9380 -6.2561
H -2.5729 4.1414 -4.5562
H -3.2614 5.5010 -5.5778
C 11.3366 3.9459 -4.9169
C 11.4240 4.7021 -3.5748
O 10.2489 4.3854 -2.7547
C 10.0392 5.2100 -1.7085
O 10.5713 6.2729 -1.4324
O 9.0251 4.6286 -1.0251
C 8.4200 5.1682 0.1231
H 10.4498 4.2927 -5.4476
H 11.3644 2.8566 -4.8932
H 12.1601 4.2265 -5.5736
H 11.6003 5.7732 -3.6744
H 12.1960 4.2151 -2.9791
H 7.6976 5.9181 -0.1993
H 9.1118 5.7029 0.7740
H 7.9790 4.3972 0.7548
C 8.1884 1.1988 4.9268
C 7.2736 1.5806 6.0712
O 5.9164 1.8436 5.6495
C 5.1335 2.5336 6.4756
O 5.3568 2.8339 7.6479
O 4.0158 2.8317 5.8111
C 2.9138 3.4486 6.4761
H 7.7842 0.2586 4.5517
H 9.1660 1.1028 5.3991
H 8.1802 1.8928 4.0863
H 7.7068 2.4973 6.4715
H 7.3057 0.8800 6.9056
H 3.2041 4.3657 6.9887
H 2.4448 2.7567 7.1756
H 2.1712 3.7471 5.7362
C -4.2174 1.5090 7.2181
C -5.2751 2.3460 7.9064
O -4.7870 2.8812 9.1672
C -3.8671 3.8876 9.2742
O -3.3847 4.5214 8.3654
O -3.5957 3.9999 10.5802
C -2.5534 4.8339 10.9133
H -3.4124 2.1662 6.8893
H -4.6613 1.1413 6.2930
H -3.9925 0.7509 7.9683
H -6.1742 1.7686 8.1213
H -5.5413 3.1785 7.2551
H -1.6433 4.2565 10.7509
H -2.5900 4.9851 11.9922
H -2.5283 5.7989 10.4070
C -11.4453 0.1120 -0.6199
C -11.8540 0.9970 0.5722
O -11.2889 2.2603 0.4129
C -10.0426 2.4807 0.7848
O -9.3189 1.8051 1.5744
O -9.7342 3.5901 0.2523
C -8.4001 4.1609 0.3657
H -10.4816 0.3388 -1.0758
H -12.2456 0.1965 -1.3551
H -11.4695 -0.9495 -0.3734
H -11.6833 0.5182 1.5364
H -12.9402 1.0781 0.5324
H -8.0966 4.3149 1.4012
H -8.4120 5.1236 -0.1453
H -7.6434 3.5476 -0.1235
C -7.8447 -3.7834 3.1034
C -8.5682 -4.5507 4.2385
O -7.7230 -4.5349 5.4144
C -8.1329 -4.2925 6.6415
O -9.3318 -4.1087 6.9448
O -7.0301 -4.0898 7.4796
C -7.2943 -3.5412 8.7624
H -8.4256 -3.7182 2.1834
H -6.9712 -4.3740 2.8269
H -7.5468 -2.7933 3.4485
H -8.7853 -5.5522 3.8672
H -9.5583 -4.1328 4.4202
H -7.5316 -2.4775 8.7473
H -6.5078 -3.6749 9.5051
H -8.1755 -3.9896 9.2211
C -0.1796 6.4308 0.6339
C 1.3657 6.4240 0.9089
O 2.1494 7.3072 0.2094
C 2.5602 6.9907 -1.0579
O 2.3272 5.9494 -1.6482
O 3.2563 8.0589 -1.5326
C 3.9530 8.0570 -2.7931
H -0.3353 6.0337 -0.3692
H -0.7103 7.3827 0.6166
H -0.7080 5.8016 1.3503
H 1.8101 5.4288 0.9179
H 1.4302 6.7194 1.9561
H 4.6647 7.2339 -2.8578
H 4.4067 9.0368 -2.9418
H 3.2000 7.9829 -3.5777
C 0.0450 -2.4226 -7.3951
C 0.4052 -3.3462 -8.5021
O 0.1949 -4.6836 -8.0147
C -0.1001 -5.7293 -8.8430
O -0.0055 -5.5958 -10.0910
C -0.4979 -7.0587 -8.2027
F 0.1011 -7.1078 -7.0272
F -1.8192 -7.0508 -7.9970
F -0.1429 -8.0141 -9.0562
H 0.7841 -2.5712 -6.6078
H -0.9788 -2.5849 -7.0581
H -0.0060 -1.4152 -7.8081
H 1.3905 -3.2683 -8.9618
H -0.2429 -3.1752 -9.3617
C 5.6513 2.8130 -6.4429
C 4.6261 3.4450 -7.3544
O 4.5552 3.0050 -8.7176
C 5.5826 3.2908 -9.5375
O 6.6628 3.6501 -9.1751
C 5.3629 3.0009 -10.9931
F 4.2969 2.2491 -11.1440
F 5.1148 4.1152 -11.6536
F 6.3263 2.2869 -11.5537
H 5.7935 1.7693 -6.7231
H 5.5180 2.8438 -5.3615
H 6.5860 3.3614 -6.5599
H 4.7053 4.5311 -7.3067
H 3.6746 3.1909 -6.8873
C 5.4176 -5.7770 -5.2321
C 5.4449 -7.1979 -5.8384
O 5.4793 -7.1944 -7.2768
C 5.6651 -8.3483 -8.0103
O 5.8003 -9.5040 -7.5088
C 5.8462 -8.2035 -9.5596
F 6.0234 -6.9258 -9.8950
F 6.8856 -8.9083 -9.9907
F 4.7400 -8.6070 -10.1727
H 6.1269 -5.1479 -5.7700
H 5.5342 -5.8413 -4.1502
H 4.4940 -5.2126 -5.3605
H 4.6611 -7.8253 -5.4141
H 6.3720 -7.7184 -5.5980
C 5.4459 -3.6184 8.9124
C 4.4746 -4.5950 8.2424
O 4.6653 -4.4730 6.8624
C 4.4956 -5.5609 6.0609
O 4.1625 -6.6513 6.4656
C 4.9445 -5.3473 4.5825
F 5.3996 -4.1248 4.3318
F 5.8656 -6.2652 4.2171
F 3.9150 -5.6422 3.7410
H 6.4572 -3.9199 8.6395
H 5.3530 -3.7153 9.9941
H 5.2338 -2.5682 8.7118
H 3.4112 -4.3678 8.3184
H 4.6417 -5.5591 8.7227
C -2.0942 -4.8182 3.9782
C -2.0135 -6.2455 4.4787
O -3.1845 -6.9696 4.0871
C -3.3227 -8.2001 4.6229
O -2.4544 -8.7550 5.3085
C -4.6183 -8.9380 4.2041
F -5.3975 -8.3065 3.3664
F -4.2024 -10.0444 3.5898
F -5.2797 -9.1566 5.3315
H -1.3920 -4.2420 4.5808
H -3.0883 -4.4284 4.1971
H -1.8320 -4.7448 2.9228
H -1.8042 -6.2399 5.5484
H -1.1905 -6.7140 3.9391
C -3.7610 -0.3073 -1.7275
C -2.8264 0.3349 -0.6788
O -1.4163 0.0507 -0.8139
C -0.5858 0.4603 0.1295
O -1.0064 1.0192 1.2132
C 0.9879 0.1757 -0.1226
F 1.2760 -0.2048 -1.3968
F 1.7470 1.2458 0.1835
F 1.3056 -0.8431 0.6658
H -3.6014 -1.3840 -1.6702
H -3.5423 0.0154 -2.7454
H -4.7749 -0.0421 -1.4280
H -3.1518 0.0638 0.3255
H -2.9528 1.4172 -0.7083
```

Calculated values
* total charge: 0
* F_max: 6.48 eV/A
* energy above the lowest of the compared OMol25 structures with the same formula, charge and spin: 4.026 eV
* E_LUMO: -0.164 eV